(1)
C25H30Br8I2O10P2Pb | ωB97M-V/def2-TZVPD

Results
LUMO level (alpha / beta), eV: -1.82 / -1.68
Charge: 0
Kohn-Sham gap (alpha / beta), eV: 5.8398 / 5.9145
Energy above the lowest of the compared OMol25 structures with the same formula, charge and spin, kcal per mole: 3.8
HOMO level (alpha / beta), eV: -7.66 / -7.59

Structure (XYZ):
```
78
C25H30Br8I2O10P2Pb ωB97M-V/def2-TZVPD
Pb 1.13767 -0.89062 1.37906
C -3.96370 -0.33724 1.92776
C -4.34254 -0.54086 0.47389
C -5.50540 0.32155 0.03526
O -3.23843 -0.29715 -0.46844
P -2.02046 0.66152 -0.25064
O -1.10220 0.35398 0.87089
C -1.23843 0.62771 -1.88148
P 0.29386 -0.32821 -1.91965
O 0.16875 -1.56694 -1.13421
O 0.71950 -0.45795 -3.42816
C 0.19569 -1.36316 -4.45734
C -0.57807 -0.51880 -5.44624
C -0.61057 -2.51701 -3.89912
O 1.36750 0.63653 -1.29132
C 2.38847 1.52497 -1.86416
C 1.79635 2.46987 -2.89000
C 3.55343 0.70996 -2.38416
O -2.67751 2.09898 -0.10320
C -2.00620 3.15240 0.66934
C -3.05277 4.20829 0.93120
C -0.81532 3.67144 -0.10363
H -4.80490 -0.66373 2.54247
H -3.77648 0.71445 2.15330
H -3.09024 -0.92573 2.20489
H -4.56255 -1.59398 0.30992
H -5.25872 1.37848 0.15825
H -6.38500 0.09686 0.64143
H -5.75082 0.13376 -1.01105
H -1.01703 1.66038 -2.16061
H -1.95655 0.23898 -2.60584
H 1.10007 -1.74821 -4.92586
H -1.50227 -0.14264 -4.99940
H -0.84686 -1.11942 -6.31689
H 0.02120 0.32789 -5.78352
H -1.52518 -2.17506 -3.40640
H -0.03661 -3.10165 -3.18324
H -0.90077 -3.15906 -4.73284
H 2.70365 2.09309 -0.99054
H 1.41152 1.92421 -3.75387
H 2.57827 3.14436 -3.24384
H 1.00049 3.07982 -2.46068
H 3.29007 0.19703 -3.30917
H 3.85488 -0.03345 -1.64724
H 4.39790 1.37327 -2.58523
H -1.67206 2.69872 1.60253
H -3.40021 4.64581 -0.00722
H -2.62742 5.00158 1.54756
H -3.90885 3.78550 1.45813
H -1.12248 4.00297 -1.10073
H -0.03504 2.91038 -0.18199
H -0.38029 4.52086 0.42158
Br -0.64334 1.60337 8.04180
C 0.03034 1.53813 6.28863
C 0.30241 2.76099 5.58620
Br -0.02038 4.41093 6.42742
C 0.79016 2.73243 4.30897
Br 1.17464 4.29090 3.33151
C 1.04671 1.49258 3.63061
O 1.46973 1.42496 2.45025
C 0.76756 0.24317 4.35618
O 0.98390 -0.86081 3.78284
C 0.25615 0.32730 5.69100
Br -0.08465 -1.31252 6.53429
Br 6.32894 -5.75097 -1.38143
C 5.09383 -4.87974 -0.26422
C 4.68204 -5.49899 0.96529
Br 5.38892 -7.17178 1.44260
C 3.77860 -4.88006 1.78799
Br 3.17340 -5.63537 3.39643
C 3.22502 -3.60809 1.45819
O 2.38228 -3.01440 2.19284
C 3.64687 -2.96022 0.20537
O 3.17355 -1.84946 -0.09677
C 4.59130 -3.66350 -0.62630
Br 5.06061 -2.79548 -2.22336
I -0.14025 -3.78421 1.96270
I -2.72568 -4.04388 1.35144
```


(2)
C25H30Cl66NO4P | ωB97M-V/def2-TZVPD

Results
LUMO level, eV: 0.00
Charge: 0
Kohn-Sham gap, eV: 9.1121
HOMO level, eV: -9.12

Structure (XYZ):
```
127
C25H30Cl66NO4P ωB97M-V/def2-TZVPD
C -0.85278 -0.14568 4.74621
C -2.35605 0.25548 4.86814
O -3.10228 -0.99293 4.86820
O -4.16920 -0.87795 3.95488
C -5.18877 -1.63177 4.52792
O -4.91221 -2.67272 4.97743
O -6.47051 -1.19157 4.59633
P -6.72190 0.43508 4.20020
N -7.21164 1.24110 5.45190
H -0.30544 0.36553 5.54503
H -0.47566 0.05825 3.72966
H -0.75419 -1.23034 4.92145
H -2.54168 0.70445 5.86728
H -2.69816 0.95460 4.08640
H -5.58036 1.04418 3.62318
H -7.75761 0.45909 3.23320
H -7.23436 0.63665 6.27360
C 1.91102 -3.28957 5.26854
Cl 1.95453 -1.52943 5.11876
Cl 2.82242 -3.81732 6.68668
Cl 0.24268 -3.86668 5.35199
H 2.37457 -3.71691 4.38668
C 3.93872 -1.42777 1.34198
Cl 5.48889 -0.61806 1.11648
Cl 4.00086 -2.50861 2.73880
Cl 2.64078 -0.24199 1.53008
H 3.73198 -2.02217 0.45952
C 6.57739 2.82863 -1.37948
Cl 6.79626 1.36931 -2.35753
Cl 5.41244 2.53720 -0.08811
Cl 8.12191 3.37283 -0.71329
H 6.18777 3.61192 -2.02038
C -4.72963 -5.30075 2.61683
Cl -5.19754 -6.89807 3.20562
Cl -3.25001 -5.39812 1.65675
Cl -6.03715 -4.57876 1.66983
H -4.53952 -4.66231 3.47401
C -5.11099 -1.71966 -0.94452
Cl -3.79868 -2.39920 -1.91103
Cl -4.56679 -1.40175 0.70514
Cl -5.73575 -0.24559 -1.68999
H -5.91461 -2.44683 -0.90296
C 7.53873 4.79124 -4.36024
Cl 8.37716 3.72519 -5.48914
Cl 8.06456 6.46238 -4.57304
Cl 5.78396 4.65918 -4.56406
H 7.79135 4.48236 -3.35162
C 11.45145 0.45379 -1.22097
Cl 11.34810 0.30278 0.53750
Cl 9.90976 0.99525 -1.88730
Cl 12.75112 1.56469 -1.67795
H 11.67954 -0.52268 -1.63422
C -9.25526 0.67401 -3.34506
Cl -7.68059 1.44564 -3.59484
Cl -9.22779 -0.36032 -1.91372
Cl -10.52450 1.88964 -3.20372
H -9.46982 0.05380 -4.20912
C 6.96709 -4.73281 4.81284
Cl 7.81745 -5.80287 3.69423
Cl 7.49349 -3.06164 4.59654
Cl 5.21847 -4.86602 4.59481
H 7.20705 -5.03786 5.82477
C -3.17554 -0.97309 8.52968
Cl -3.32268 -1.13486 10.27923
Cl -4.68987 -0.39117 7.82800
Cl -1.84515 0.11451 8.11177
H -2.95944 -1.95115 8.11319
C -4.53882 -4.65654 11.98652
Cl -6.12615 -3.91575 11.76360
Cl -3.60843 -4.59677 10.48725
Cl -3.65930 -3.86079 13.29607
H -4.68314 -5.69623 12.25607
C 11.95472 -3.18487 -3.97292
Cl 10.34728 -2.47312 -4.14790
Cl 12.83381 -3.11803 -5.49881
Cl 12.85897 -2.36425 -2.69332
H 11.83792 -4.22627 -3.69251
C -5.69400 4.45456 -4.64749
Cl -7.30478 5.14034 -4.87012
Cl -4.78978 4.48700 -6.16163
Cl -4.81874 5.32074 -3.37793
H -5.80376 3.42119 -4.33900
C 11.72926 -6.92744 -7.44256
Cl 12.74143 -6.48285 -8.81942
Cl 12.56364 -8.08823 -6.40467
Cl 11.26599 -5.49059 -6.52240
H 10.82801 -7.39625 -7.82219
C -5.68973 8.39430 -1.23467
Cl -5.81697 8.29112 0.52571
Cl -7.22570 8.90047 -1.94149
Cl -4.39495 9.50018 -1.70095
H -5.44904 7.40941 -1.61606
C 1.56448 3.14029 4.76924
Cl 2.90480 3.84182 3.85891
Cl 0.02978 3.42860 3.93984
Cl 1.81730 1.41082 5.01916
H 1.52244 3.62198 5.73936
C -6.23077 2.70165 -9.73329
Cl -5.60988 4.30244 -10.14952
Cl -6.84275 2.68355 -8.07950
Cl -7.49027 2.20799 -10.86965
H -5.41418 1.99160 -9.80186
C 13.79668 3.35383 1.45348
Cl 15.34654 4.16768 1.21466
Cl 13.86703 2.27481 2.84909
Cl 12.49628 4.53434 1.64315
H 13.58682 2.75653 0.57401
C -7.79028 8.68630 4.23439
Cl -7.76451 10.44265 4.05010
Cl -6.88258 8.19614 5.66797
Cl -9.45126 8.09252 4.31688
H -7.31547 8.24659 3.36478
C -6.88418 -1.54519 -7.25242
Cl -6.99860 -1.63140 -5.49277
Cl -8.41036 -1.00026 -7.95363
Cl -5.57052 -0.46935 -7.73316
H -6.67045 -2.53878 -7.62906
C 7.81899 -8.07141 -8.84115
Cl 6.93756 -9.59372 -8.97864
Cl 8.03782 -7.62778 -7.14476
Cl 9.38229 -8.17978 -9.65993
H 7.23617 -7.29528 -9.32359
C -12.57159 1.88403 -6.93113
Cl -10.99354 1.13009 -7.18765
Cl -13.70601 0.72634 -6.22947
Cl -12.42085 3.30933 -5.90113
H -12.95800 2.19919 -7.89345
```


(3)
C25H30FNO5 | ωB97M-V/def2-TZVPD

Results
LUMO level, eV: -1.48
Charge: 0
Kohn-Sham gap, eV: 8.0671
SMILES: COCCCCCCCCCCc1cccc2c1C(=O)N(F)C2=O.O=C1C=CC(=O)C=C1
Energy above the lowest of the compared OMol25 structures with the same formula, charge and spin, kcal per mole: 209.9
HOMO level, eV: -9.55

Structure (XYZ):
```
62
C25H30FNO5 ωB97M-V/def2-TZVPD
C 5.10618 -0.93755 1.26105
O 4.06754 -0.81966 0.25957
C 2.77112 -0.58526 0.84943
C 1.62819 -0.48810 -0.30447
C 1.48538 0.99664 -0.89037
C 0.04367 1.27281 -1.61067
C -1.05610 1.18756 -0.44682
C -2.50994 1.75297 -0.83194
C -3.27890 2.34375 0.48738
C -4.67731 1.61707 0.79754
C -4.56799 0.48579 1.97194
C -3.48102 -0.57501 1.45355
C -3.36689 -1.91343 2.30663
C -3.42152 -2.05007 3.84489
C -3.22651 -3.48048 4.47413
C -2.97908 -4.76599 3.61082
C -2.92769 -4.65983 2.07298
C -3.12844 -3.23383 1.49214
C -3.02404 -3.46546 -0.07433
O -2.88526 -2.68522 -1.03967
N -3.12973 -4.93735 -0.27189
F -2.62341 -5.39250 -1.45857
C -2.66215 -5.70959 0.91500
O -2.16014 -6.84988 0.92670
H 4.95956 -0.13427 2.08339
H 6.10122 -0.71223 0.72081
H 5.13021 -1.98997 1.72285
H 2.47170 -1.50739 1.48743
H 2.73517 0.30766 1.57254
H 1.89948 -1.20988 -1.16660
H 0.68225 -0.91140 0.17157
H 2.36609 1.31024 -1.56625
H 1.49508 1.72433 0.01268
H 0.04869 2.25211 -2.19571
H -0.10680 0.38622 -2.32808
H -0.67679 1.77294 0.45971
H -1.19892 0.06465 -0.20969
H -2.52213 2.48994 -1.70673
H -3.13980 0.83720 -1.15684
H -3.53713 3.43496 0.20045
H -2.57299 2.39955 1.38362
H -5.02171 1.07705 -0.14932
H -5.43215 2.42024 1.14953
H -5.58630 0.03451 2.23682
H -4.10307 1.03720 2.87170
H -2.45267 -0.05420 1.55102
H -3.74728 -0.80535 0.35603
H -3.59366 -1.12100 4.47678
H -3.22358 -3.60742 5.60880
H -2.80406 -5.80297 4.07762
O 4.24541 3.51792 -0.97630
C 4.66255 3.40274 -2.11368
C 5.08393 4.58181 -2.89983
C 5.53896 4.45501 -4.14701
C 5.64305 3.13052 -4.79613
O 6.06020 3.01580 -5.93331
C 5.22169 1.95158 -4.01012
C 4.76661 2.07840 -2.76286
H 5.00214 5.54408 -2.40967
H 5.85109 5.30749 -4.73730
H 5.30346 0.98931 -4.50023
H 4.45459 1.22524 -2.17273
```


(4)
C25H30IN5OS2Ti | ωB97M-V/def2-TZVPD

Results
LUMO level, eV: -0.46
Charge: 0
Kohn-Sham gap, eV: 7.3939
Energy above the lowest of the compared OMol25 structures with the same formula, charge and spin, kcal per mole: 20.8
HOMO level, eV: -7.85

Structure (XYZ):
```
65
C25H30IN5OS2Ti ωB97M-V/def2-TZVPD
Ti 0.14108 0.08424 -0.00216
C 2.53989 2.33979 3.10547
C 1.74555 1.99571 1.87242
N 1.41732 0.76125 1.61797
N 1.85101 -0.15373 2.57362
C 1.68652 -1.39509 2.29352
S 0.98460 -2.08949 0.87546
S 2.16701 -2.47561 3.61593
C 3.16338 -3.67807 2.68092
C 4.40017 -3.07340 2.08623
C 4.40966 -2.65704 0.75860
C 5.54245 -2.07082 0.21190
C 6.67918 -1.89318 0.98605
C 6.67987 -2.31425 2.30952
C 5.54863 -2.90091 2.85286
C 1.38375 3.11470 0.98249
C 1.71516 4.42901 1.37708
C 1.41857 5.53189 0.61175
C 0.76717 5.36030 -0.61103
C 0.43893 4.09971 -1.04262
C 0.74357 2.96208 -0.27156
O 0.44555 1.79082 -0.77454
H 2.71556 1.46189 3.71144
H 2.00347 3.08319 3.69437
H 3.49759 2.77499 2.81576
H 2.54054 -4.14658 1.92019
H 3.41203 -4.43231 3.42877
H 3.51979 -2.80635 0.15617
H 5.54654 -1.76228 -0.82719
H 7.56378 -1.43893 0.55898
H 7.56587 -2.18784 2.91821
H 5.55001 -3.22140 3.88819
H 2.22259 4.58793 2.31593
H 1.68915 6.51950 0.95830
H 0.52071 6.21891 -1.22284
H -0.06379 3.93326 -1.98639
I -1.76135 -0.99137 -1.76805
C -1.39145 -0.40149 1.22232
C -2.29005 -1.08700 2.03951
C -3.11774 -0.31774 2.82701
C -3.03496 1.08571 2.79474
C -2.10645 1.68379 1.97823
N -1.30714 0.90340 1.23771
H -2.33455 -2.16663 2.03375
H -3.84031 -0.79055 3.48004
H -3.68496 1.69132 3.40997
H -1.97693 2.75625 1.91034
C 2.31835 0.98186 -3.60951
C 2.08928 -0.48432 -3.25268
C 3.37098 -1.29894 -3.43970
C 0.98523 -1.05811 -4.12697
N 1.64622 -0.56457 -1.82894
N 2.52606 -0.02803 -0.86228
H 2.48060 1.07387 -4.68367
H 3.19808 1.39635 -3.11300
H 1.44509 1.57491 -3.33467
H 3.70956 -1.22871 -4.47402
H 3.19696 -2.35325 -3.21250
H 4.18530 -0.93443 -2.80955
H 1.32024 -1.06433 -5.16505
H 0.07587 -0.46776 -4.04657
H 0.74044 -2.08244 -3.83956
H 1.51393 -1.54555 -1.58745
H 2.63895 0.95974 -1.05452
H 3.43500 -0.48233 -0.82074
```


(5)
C25H30INO3 | ωB97M-V/def2-TZVPD

Results
LUMO level, eV: 0.05
Charge: 0
Kohn-Sham gap, eV: 9.2905
SMILES: CCCCN[C@]1(I)COC(=O)O1.c1ccccc1.c1ccccc1.c1ccccc1
HOMO level, eV: -9.24

Structure (XYZ):
```
60
C25H30INO3 ωB97M-V/def2-TZVPD
C 0.01250 1.80195 -4.65786
C 0.31123 0.78347 -5.79694
C 0.16663 -0.70569 -5.29267
C -0.73343 -1.58992 -6.20643
N -2.02369 -2.02737 -5.62657
C -2.74978 -1.01918 -4.92108
I -2.73300 -1.11710 -2.72135
C -4.25591 -1.38526 -5.21081
O -4.34663 -0.87752 -6.54745
C -3.55723 0.22250 -6.63187
O -3.51283 0.98343 -7.47076
O -2.78363 0.26464 -5.46733
H 0.91877 2.01992 -4.07444
H -0.30013 2.75582 -5.11732
H -0.82496 1.46674 -4.03008
H -0.47683 0.90384 -6.55773
H 1.29500 0.96363 -6.24973
H 1.18865 -1.12247 -5.34919
H -0.11399 -0.71730 -4.23130
H -0.16524 -2.51604 -6.40084
H -0.89065 -1.14641 -7.20362
H -1.93772 -2.88201 -5.09142
H -4.92677 -0.75027 -4.61040
H -4.41652 -2.46235 -5.12572
C 1.51587 -0.24236 1.73433
C 2.59926 -0.14010 0.87149
C 2.38999 -0.03094 -0.49719
C 1.09659 -0.02826 -1.00345
C 0.01433 -0.13939 -0.14139
C 0.22300 -0.24503 1.22765
H 1.67876 -0.32070 2.80263
H 3.60810 -0.14454 1.26668
H 3.23516 0.05218 -1.16990
H 0.93193 0.05956 -2.07120
H -0.99281 -0.14278 -0.54015
H -0.62197 -0.32968 1.90091
C 3.03076 2.74270 6.02524
C 4.11366 2.84427 5.16232
C 3.90424 2.95352 3.79346
C 2.61157 2.95674 3.28660
C 1.52826 2.84588 4.14899
C 1.73748 2.74066 5.51849
H 3.19418 2.66438 7.09310
H 5.12248 2.83939 5.55696
H 4.74947 3.03630 3.12098
H 2.44804 3.04398 2.21945
H 0.51955 2.84251 3.75301
H 0.89243 2.65688 6.19152
C -1.78446 -0.85582 6.00084
C -2.37116 -2.07714 6.30493
C -1.64195 -3.25099 6.17031
C -0.32651 -3.20433 5.72753
C 0.25759 -1.98419 5.41498
C -0.47064 -0.80891 5.55283
H -2.35169 0.06035 6.11219
H -3.39797 -2.11405 6.64807
H -2.09886 -4.20318 6.41070
H 0.24321 -4.11973 5.62496
H 1.28206 -1.94814 5.06409
H -0.01382 0.14390 5.31089
```


(6)
C25H30N3 | ωB97M-V/def2-TZVPD

Results
LUMO level, eV: -5.08
Charge: +1
Kohn-Sham gap, eV: 5.6611
Energy above the lowest of the compared OMol25 structures with the same formula, charge and spin, kcal per mole: 34.0
HOMO level, eV: -10.74

Structure (XYZ):
```
58
C25H30N3 ωB97M-V/def2-TZVPD
C -3.82420 -3.22187 1.89273
C -3.26817 -1.82463 2.17503
C -2.77230 -1.08595 0.90776
C -1.32293 -1.38371 0.47512
N -0.51886 -0.44248 0.04515
C 0.80810 -0.85090 -0.31098
C 1.32990 -1.84612 0.68597
C 0.48788 -3.06494 0.54323
N -0.92713 -2.69112 0.61867
C -1.87405 -3.78524 0.33628
C -2.73313 -4.23602 1.52634
H -4.32983 -3.60483 2.79086
H -4.54918 -3.20233 1.06318
H -4.08519 -1.26123 2.64169
H -2.45665 -1.86407 2.91649
H -3.45876 -1.28017 0.06814
H -2.82680 0.00131 1.05431
H 0.83379 -1.24792 -1.34855
H 1.48276 0.00236 -0.31497
H 2.38127 -2.05745 0.50673
H 1.25813 -1.39683 1.67852
H 0.66635 -3.52172 -0.44042
H 0.75161 -3.76347 1.34362
H -2.55822 -3.49233 -0.48216
H -1.29522 -4.63727 -0.04221
H -2.07904 -4.45928 2.37855
H -3.21614 -5.18700 1.26453
C 5.02131 3.43629 -2.03509
N 3.78141 2.97274 -1.43677
C 2.59055 2.83219 -2.06440
C 1.59403 2.32711 -1.17125
C 0.47044 1.56000 -1.61598
C -0.95620 1.70154 -1.61103
C -1.67040 0.61524 -2.18756
C -3.04692 0.57862 -2.20736
C -3.77559 1.67961 -1.75713
C -3.10802 2.79382 -1.22401
C -1.71813 2.78722 -1.10342
C 2.29231 2.25531 0.13492
C 1.92770 1.74975 1.38196
C 2.91518 1.55213 2.36020
C 4.27111 1.82853 2.09138
C 4.65424 2.34856 0.83269
C 3.64682 2.58232 -0.10149
H 5.84454 2.99341 -1.47673
H 5.08036 3.12235 -3.08142
H 5.14175 4.52798 -2.00076
H 2.52287 2.97523 -3.12955
H 0.77036 0.90675 -2.47990
H -1.12346 -0.21999 -2.60320
H -3.52519 -0.35200 -2.55379
H -4.85637 1.62814 -1.82210
H -3.66420 3.66868 -0.87114
H -1.17871 3.60682 -0.63626
H 0.87227 1.54868 1.59426
H 2.60892 1.18103 3.34397
H 5.02407 1.63085 2.86053
H 5.68896 2.58635 0.59684
```


Result set for DFT total energy: -647259.81523, -871854.31314, -40846.73492, -88798.76941, -42143.84105, -30874.28487 eV, one per record in the order listed.